Computed, not measured: a structure of composition C3H4AlO3 at a distorted geometry, with the ωB97M-V functional and the def2-TZVPD basis.

The geometry in XYZ format:
```
11
Properties=species:S:1:pos:R:3:lowdin_charge:R:1
O 0.766 -0.521 -0.761 -0.082
C -0.093 -0.653 0.293 -0.448
O 0.375 -1.466 1.192 -0.055
Al -0.742 -0.793 2.359 0.628
O -2.232 -0.616 1.374 -0.255
C -1.731 -0.491 0.139 -0.086
H -1.940 0.493 -0.329 0.097
C 1.291 0.760 -1.013 -0.080
H 1.121 1.436 -0.160 0.095
H 0.821 1.204 -1.906 0.093
H 2.366 0.648 -1.188 0.092
```

Values from the calculation:
**2S+1**: 2
**Relative energy (zero: lowest compared OMol25 entry of this formula, charge and spin)**: 55.6 kcal/mol
**HOMO-LUMO gap (alpha / beta)**: 7.77 / 5.41 eV
**Largest force on an atom**: 6.21 eV/A